Record 1
{"formula": "C3H5N3", "method": "the ωB97M-V functional and the def2-TZVPD basis", "elements": ["N", "C", "C", "C", "N", "N", "H", "H", "H", "H", "H"], "positions_angstrom": [[-2.0056, -0.3349, 0.2831], [-0.6189, -0.1780, 0.1672], [0.1392, 1.0240, 0.0679], [1.4240, 0.5974, -0.1379], [1.4051, -0.7516, -0.1062], [0.1628, -1.2449, 0.1062], [-2.5289, 0.3396, -0.2610], [-2.2786, -1.2730, 0.0103], [-0.1074, 2.0463, 0.2956], [2.3107, 1.1670, -0.3781], [2.1953, -1.3435, 0.0847]], "total_energy_ha": -281.5684, "homo_lumo_gap_ha": 0.3491, "lumo_energy_ev": 1.14, "smiles": "Nc1cc[nH]n1", "relative_energy_kj_mol": 56.9}

Record 2
{"formula": "C3H5N3", "method": "the ωB97M-V functional and the def2-TZVPD basis", "elements": ["C", "N", "C", "N", "N", "C", "H", "H", "H", "H", "H"], "positions_angstrom": [[-1.4695, -0.2167, -0.0409], [-0.0109, 0.0738, -0.0173], [0.8212, 1.2440, 0.0743], [2.0821, 0.9161, 0.1090], [2.1413, -0.4801, 0.0470], [0.9195, -0.9180, -0.0247], [-1.7155, -1.0406, -0.7267], [-2.0256, 0.6504, -0.3844], [-1.8540, -0.4998, 0.9445], [0.3912, 2.2471, 0.1062], [0.7233, -1.9821, -0.0867]], "total_energy_ha": -281.5513, "homo_lumo_gap_ha": 0.3888, "lumo_energy_ev": 0.66, "smiles": "Cn1cnnc1", "relative_energy_kj_mol": 101.8}

Record 3
{"formula": "C3H5N3", "method": "the ωB97M-V functional and the def2-TZVPD basis", "elements": ["C", "C", "C", "N", "N", "N", "H", "H", "H", "H", "H"], "positions_angstrom": [[2.3736, -0.7471, 0.0607], [0.4673, 0.0191, -0.1181], [-2.1991, 0.2311, -0.1438], [1.1698, -1.1547, -0.0488], [1.1864, 1.0651, -0.0554], [2.4628, 0.5838, 0.0015], [3.2654, -1.4538, 0.1621], [-2.3813, 0.8860, -0.9628], [-1.9486, -0.7315, -0.4687], [-2.4182, 0.0894, 0.8739], [3.2990, 1.0082, 0.3203]], "total_energy_ha": -281.3926, "homo_lumo_gap_ha": [0.3182, 0.3600], "lumo_energy_ev": [-0.52, 0.04], "relative_energy_kj_mol": 518.5}

Record 4
{"formula": "C3H5N3", "method": "the ωB97M-V functional and the def2-TZVPD basis", "elements": ["N", "C", "C", "C", "N", "N", "H", "H", "H", "H", "H"], "positions_angstrom": [[1.1559, 1.6969, 0.0727], [0.2908, 0.5994, 0.0293], [0.5391, -0.7248, 0.4870], [-0.5907, -1.4174, 0.1445], [-1.4391, -0.5377, -0.4295], [-0.9224, 0.7125, -0.4890], [2.1070, 1.4555, -0.1763], [0.8233, 2.4387, -0.5335], [1.2895, -1.1075, 1.1560], [-0.8171, -2.4697, 0.2354], [-2.4365, -0.6459, -0.4966]], "total_energy_ha": -281.5691, "homo_lumo_gap_ha": 0.3499, "lumo_energy_ev": 1.14, "smiles": "Nc1cc[nH]n1", "relative_energy_kj_mol": 54.9}

Record 5
{"formula": "C3H5N3", "method": "the ωB97M-V functional and the def2-TZVPD basis", "elements": ["C", "N", "C", "C", "N", "N", "H", "H", "H", "H", "H"], "positions_angstrom": [[-1.9065, -0.2540, 0.0161], [-0.6265, 0.1181, -0.5785], [1.5723, 1.1473, 0.7838], [2.4819, 0.5040, 0.3265], [1.0127, -1.4317, -1.2372], [0.1483, -0.7731, -0.9109], [-1.8629, -1.1744, 0.6122], [-2.1993, 0.5743, 0.6682], [-2.6645, -0.3637, -0.7679], [0.7545, 1.7127, 1.1728], [3.2900, -0.0594, -0.0849]], "total_energy_ha": -281.4228, "homo_lumo_gap_ha": 0.3811, "lumo_energy_ev": 0.87, "relative_energy_kj_mol": 439.0}

Record 6
{"formula": "C3H5N3", "method": "the ωB97M-V functional and the def2-TZVPD basis", "elements": ["N", "C", "N", "N", "C", "C", "H", "H", "H", "H", "H"], "positions_angstrom": [[-1.9657, -0.1242, 0.0602], [-0.4800, -0.1253, 0.0910], [0.3266, -1.0919, -0.1304], [1.6619, -0.6336, -0.1024], [2.0203, 0.6172, -0.0239], [-1.0191, 1.0543, 0.4157], [-2.3841, -0.2773, -0.8570], [-2.4964, -0.5399, 0.8193], [2.2743, -1.4446, -0.1546], [3.1263, 0.6030, 0.0001], [-1.0810, 2.0040, -0.0908]], "total_energy_ha": -281.3498, "homo_lumo_gap_ha": 0.3186, "lumo_energy_ev": 0.67, "relative_energy_kj_mol": 630.7}

Record 7
{"formula": "C3H5N3", "method": "the ωB97M-V functional and the def2-TZVPD basis", "elements": ["C", "C", "C", "N", "N", "N", "H", "H", "H", "H", "H"], "positions_angstrom": [[0.2196, -0.8574, -0.2854], [0.6155, 0.3841, -0.3363], [1.0010, 1.7300, -0.6977], [-0.5198, -1.8003, 0.4012], [-1.8907, -0.5340, 1.8806], [-1.3838, -1.5079, 1.3269], [0.5743, -1.4975, -1.1731], [1.0472, 1.6588, -1.7461], [0.2799, 2.5700, -0.5921], [1.9003, 2.2107, -0.2086], [-1.8437, -2.3564, 1.4307]], "total_energy_ha": -281.2860, "homo_lumo_gap_ha": [0.2244, 0.2256], "lumo_energy_ev": [-1.55, -1.53], "relative_energy_kj_mol": 798.3}

Record 8
{"formula": "C3H5N3", "method": "the ωB97M-V functional and the def2-TZVPD basis", "elements": ["C", "C", "N", "C", "N", "N", "H", "H", "H", "H", "H"], "positions_angstrom": [[1.3862, 0.0859, 0.6498], [-0.1368, 0.1795, 0.4836], [-0.7583, -1.0145, -0.0453], [-1.3869, -0.6022, -1.0683], [-1.2441, 0.8170, -1.3240], [-0.5158, 1.2763, -0.4225], [1.8940, 0.5272, -0.2144], [1.6789, -0.9632, 0.7390], [1.7127, 0.6139, 1.5490], [-0.6176, 0.4125, 1.4437], [-2.0090, -1.2088, -1.7184]], "total_energy_ha": -281.5313, "homo_lumo_gap_ha": 0.3698, "lumo_energy_ev": -0.08, "smiles": "C[C@@H]1N=CN=N1", "relative_energy_kj_mol": 154.2}

Record 9
{"formula": "C3H5N3", "method": "the ωB97M-V functional and the def2-TZVPD basis", "elements": ["C", "N", "C", "N", "N", "C", "H", "H", "H", "H", "H"], "positions_angstrom": [[-1.4111, 0.0185, 0.1357], [0.0437, 0.0700, -0.2719], [0.8880, 1.1072, -0.0771], [2.0527, 0.6169, 0.0812], [2.0416, -0.6776, 0.0575], [0.8261, -1.0704, -0.0356], [-2.0859, -0.5844, -0.6399], [-1.8316, 1.0769, 0.0269], [-1.5284, -0.5491, 1.1115], [0.6204, 2.0269, -0.0651], [0.3846, -2.0349, -0.3232]], "total_energy_ha": -281.5122, "homo_lumo_gap_ha": 0.3684, "lumo_energy_ev": 0.64, "smiles": "Cn1cnnc1", "relative_energy_kj_mol": 204.5}

Record 10
{"formula": "C3H5N3", "method": "the ωB97M-V functional and the def2-TZVPD basis", "elements": ["H", "N", "C", "C", "C", "N", "N", "H", "H", "H", "H"], "positions_angstrom": [[0.9508, 2.1936, -0.5692], [0.3969, 2.0404, 0.2260], [0.1324, 0.8241, 0.3292], [0.5534, -0.3119, -0.6973], [-0.2840, -1.4195, -0.0994], [-1.0392, -1.0506, 0.8495], [-0.5426, 0.1282, 1.3268], [0.2643, -0.1440, -1.7419], [1.6301, -0.6354, -0.6976], [-0.5627, -2.2791, -0.7424], [-1.4995, 0.6543, 1.8164]], "total_energy_ha": -281.5055, "homo_lumo_gap_ha": 0.3694, "lumo_energy_ev": 0.88, "smiles": "[H]/N=C1\\CC=NN1", "relative_energy_kj_mol": 222.0}